[1]
The following is a DFT calculation (ωB97M-V/def2-TZVPD) of a 2-piece molecular cluster, C4H9NO overall.

ORCA input file:
```
! wB97M-V def2-TZVPD RIJCOSX def2/J DEFGRID3
* xyz 0 1
H 3.12 -1.11 1.43
C 2.14 -0.69 1.15
H -2.29 0.58 1.18
C -2.21 0.81 0.13
H -1.01 -1.09 0.46
C -0.52 -0.46 -1.51
H -0.28 -1.42 -1.94
H -0.46 0.53 -2.07
H -1.64 1.83 0.06
H 2.91 1.02 0.29
H -3.06 1.00 -0.57
H 1.24 0.44 0.01
C -1.29 -0.34 -0.34
O 1.20 -1.49 1.41
N 2.14 0.39 0.32
*
```

Computed properties:
**Orbital gap**: 9.87 eV
**E_LUMO**: 0.9 eV
**SMILES**: C=CC.NC=O
**Relative energy (zero: lowest compared OMol25 entry of this formula, charge and spin)**: 68.0 kcal per mole
**Energy**: -287.72414 hartree

[2]
The following is a DFT calculation (ωB97M-V/def2-TZVPD) of one molecule with the formula C19H14ClNO4S2.

ORCA input file:
```
! wB97M-V def2-TZVPD RIJCOSX def2/J DEFGRID3
* xyz 0 1
C 4.64 1.13 1.18
C -1.89 0.18 -0.74
H 0.41 -4.32 0.50
C 3.23 0.33 -2.25
C -5.73 -0.78 1.25
C 1.58 -1.07 -1.24
C 3.75 0.96 0.13
O -5.72 -1.33 0.18
Cl 7.09 1.03 2.30
C 0.21 -1.23 -0.88
H 3.18 1.27 -2.82
N -3.74 0.49 0.66
O -2.21 -1.05 1.31
C -4.64 0.17 1.73
C 2.49 -2.07 -0.94
C 5.98 0.83 1.00
H -7.36 -1.55 1.85
O 1.89 0.10 -1.84
C 4.20 0.50 -1.10
C -0.18 -2.42 -0.26
H -4.06 -0.33 2.51
S -5.42 2.32 -0.28
C 2.07 -3.23 -0.32
H -5.10 1.08 2.13
H 7.48 0.15 -0.36
C -0.70 -0.19 -1.26
C 5.54 0.21 -1.27
H 4.29 1.48 2.14
H 3.53 -1.95 -1.18
C -2.57 -0.24 0.49
S -2.83 1.46 -1.52
C 6.44 0.37 -0.23
H 5.90 -0.15 -2.23
O -6.67 -0.95 2.17
C 0.74 -3.41 0.02
H -1.22 -2.56 -0.01
H 2.79 -4.00 -0.09
H 2.71 1.19 0.27
H -0.36 0.40 -2.11
C -4.08 1.40 -0.30
H 3.57 -0.46 -2.92
*
```

Computed properties:
**Orbital gap**: 7.43 eV
**E_LUMO**: -0.8 eV
**SMILES**: O=C(O)CN1C(=O)/C(=C\c2ccccc2OCc2ccc(Cl)cc2)SC1=S
**Energy**: -2344.75278 hartree

[3]
The following is a DFT calculation (ωB97M-V/def2-TZVPD) of C8H13N2O7W as an isolated structure.

ORCA input file:
```
! wB97M-V def2-TZVPD RIJCOSX def2/J DEFGRID3
* xyz 1 3
O 0.05 -1.69 2.57
C -2.79 0.06 -0.66
H 4.33 1.72 -0.51
W 0.54 1.09 -0.14
H -0.38 -1.25 -2.27
C -0.21 -1.84 -1.38
C -1.73 1.13 -0.79
O -0.82 1.01 -1.69
N 2.75 1.09 0.81
C -1.95 -0.85 1.52
C 3.48 2.14 0.01
C -1.50 -2.10 -0.59
O -1.42 1.85 0.20
O 0.73 -1.08 -0.58
C 2.28 2.38 -0.87
H -2.24 -2.53 -1.26
H -1.30 -2.85 0.18
H 0.96 -1.59 0.22
H -3.09 -0.32 -1.64
H 0.27 -2.78 -1.66
H -2.42 -1.73 1.99
H -3.67 0.41 -0.11
H 3.23 0.20 0.77
N -2.01 -0.92 0.07
H 2.66 1.36 1.79
O 1.98 1.47 -1.70
H 3.75 2.99 0.62
O 0.18 0.31 1.62
C -0.49 -0.79 1.99
H -2.47 0.04 1.87
O 1.31 3.06 -0.36
*
```

Computed properties:
**Orbital gap (alpha / beta)**: 8.52 / 8.51 eV
**E_LUMO (alpha / beta)**: -3.4 / -4.3 eV
**Expectation value of S²**: 2.008
**Energy**: -1015.72098 hartree

[4]
The following is a DFT calculation (ωB97M-V/def2-TZVPD) of C27H46N13PS3Ti as an isolated structure.

ORCA input file:
```
! wB97M-V def2-TZVPD RIJCOSX def2/J DEFGRID3
* xyz 0 3
N -1.50 1.16 -1.09
H 2.77 -3.26 3.75
H -0.46 1.48 5.58
H 1.90 -2.44 5.03
Ti 0.23 0.33 -0.15
H -2.70 -0.51 -1.22
N -0.58 0.06 1.55
H -4.23 3.03 -3.09
H -4.72 -1.10 3.46
N 1.87 2.96 0.14
C 2.86 2.89 -3.22
C 2.81 2.12 0.42
N 0.85 -4.37 -2.71
H -2.30 -1.29 6.39
H 1.11 3.37 5.12
H 4.18 -1.76 5.36
C -0.95 2.90 2.57
C 0.04 3.57 5.20
N 1.13 -0.28 3.57
S 1.73 -4.40 -0.20
C -2.63 0.54 -1.49
H -1.40 4.94 4.39
C -2.84 -0.12 3.85
C -2.35 3.17 -2.13
C 3.72 -1.42 4.43
H 2.80 1.13 -2.14
C -1.36 2.48 -1.38
C 2.48 -2.27 4.12
H 0.23 5.58 4.41
H -2.19 4.22 -2.37
H 0.57 3.55 -5.54
H -0.84 2.52 1.56
H 2.58 4.61 -4.47
S 2.76 0.37 0.11
H 4.64 1.97 1.31
H -2.92 0.48 2.95
H 3.90 0.56 5.32
C 0.78 -3.86 -1.46
H -1.18 -2.59 3.89
C 1.86 0.28 4.70
H 3.96 3.55 1.28
N 0.72 2.30 -0.32
H -0.20 -1.81 5.12
H 4.46 -1.58 3.64
H -0.93 -2.16 0.37
N -1.43 -0.47 4.08
H 1.65 1.34 4.75
C 1.25 1.14 -3.44
N -0.51 1.87 3.51
C 3.35 0.07 4.51
H -0.15 3.88 6.24
H 3.73 3.22 -2.67
H -1.80 2.48 5.05
C 2.23 3.64 -4.18
C -2.28 -2.10 5.67
C 1.61 -1.59 3.07
H -3.22 0.48 4.68
H -4.43 -1.93 5.65
C -3.47 2.51 -2.52
H 0.76 -2.23 2.82
H -3.32 -1.94 2.84
H 0.87 4.02 2.55
H 1.53 -0.16 5.66
C -0.73 2.29 4.90
H -3.83 -3.28 4.72
C -3.69 -1.38 3.70
H 0.51 -3.85 -3.50
H -2.03 -3.01 6.22
P -0.34 0.28 3.07
C -0.35 4.67 4.22
N 2.38 1.68 -2.92
H 3.63 0.58 3.58
C -0.19 4.20 2.79
H 2.19 -1.45 2.16
N 0.62 1.84 -4.43
C -3.63 1.15 -2.19
N -0.16 -2.89 -1.33
H 0.68 -2.35 0.34
S 0.75 -0.37 -2.86
C 1.11 3.02 -4.75
C -3.64 -2.24 4.97
H -4.51 0.59 -2.48
H -0.55 4.95 2.09
N -0.11 -2.02 -0.22
N 4.00 2.63 0.89
C -0.17 3.09 -0.93
H 1.61 -5.01 -2.88
H -0.46 -2.41 -2.17
H -2.02 3.08 2.74
C -1.19 -1.80 4.65
H 0.04 4.14 -1.09
*
```

Computed properties:
**Orbital gap (alpha / beta)**: 5.27 / 7.26 eV
**E_LUMO (alpha / beta)**: -0.1 / -0.2 eV
**Expectation value of S²**: 2.016
**Relative energy (zero: lowest compared OMol25 entry of this formula, charge and spin)**: 5.5 kcal per mole
**Energy**: -4153.81555 hartree

[5]
The following is a DFT calculation (ωB97M-V/def2-TZVPD) of C14H43AgO16 as an isolated structure.

ORCA input file:
```
! wB97M-V def2-TZVPD RIJCOSX def2/J DEFGRID3
* xyz -1 2
O -1.45 -1.40 -0.49
O -3.77 0.12 -1.38
H 5.28 -3.21 1.72
O -0.99 2.75 1.31
C -5.07 -0.15 -0.81
O 0.29 -2.16 3.23
H 2.56 -3.40 2.50
H -4.71 2.38 -2.86
H -2.02 -1.78 -3.25
C -2.07 -2.02 -4.31
C 0.53 -1.50 4.47
H 0.23 -2.09 5.34
H -1.88 -3.03 -4.70
C 2.05 -1.03 4.60
C -4.76 4.24 -1.98
H 1.84 -2.86 -1.24
O 2.57 -0.03 3.86
H -5.11 4.00 -0.98
O 2.35 -3.00 0.55
O 4.52 -1.39 2.22
H -3.97 -2.01 -4.04
O -4.09 5.45 -2.09
H 3.36 -4.53 1.64
H 0.91 1.46 -0.63
O 1.56 2.13 -0.43
H -5.42 -1.17 -0.94
H -4.41 5.91 -2.87
Ag -0.38 -3.46 0.03
H -1.31 -1.31 -4.63
C 0.66 3.32 3.07
H 2.77 -1.85 4.69
H 0.00 -0.55 4.51
C 3.18 -3.45 1.60
O -2.85 2.69 -2.02
H 2.09 -0.31 -1.00
C -4.01 3.21 -2.73
H 0.82 3.34 4.15
H 2.44 -2.05 0.59
C 2.59 2.10 -1.45
C -0.80 3.06 2.69
H -5.92 0.52 -0.87
H 5.33 -0.90 2.08
H 0.41 -1.60 2.46
H 2.23 -0.67 5.62
H 2.23 -4.60 -2.36
O -0.29 0.35 -1.21
H 3.83 0.76 -0.26
O 0.58 -0.93 0.27
O 1.14 -3.02 -1.88
H 0.73 -4.99 -1.53
H -2.90 1.73 -2.09
H 0.70 -4.61 -3.26
H 3.12 -0.47 3.20
H -5.69 4.50 -2.49
H 4.51 0.96 -1.88
H 3.23 2.96 -1.28
C -0.41 -0.76 -0.49
H -0.62 1.88 1.15
H -1.20 2.16 3.15
C 3.59 0.85 -1.32
H -3.16 -0.45 -0.90
H -5.11 -0.14 0.28
C 1.17 -4.36 -2.31
H 4.65 -2.22 0.38
H -1.05 0.11 -1.74
O 2.85 -0.26 -1.59
H -1.46 3.91 2.88
H 1.24 2.55 2.56
C 4.46 -2.58 1.39
O 1.28 4.61 2.65
O -3.40 -1.78 -4.78
H 2.01 2.12 -2.37
H 2.15 4.34 2.34
H -3.75 3.56 -3.73
*
```

Computed properties:
**Orbital gap (alpha / beta)**: 4.03 / 8.29 eV
**E_LUMO (alpha / beta)**: 2.3 / 2.3 eV
**Expectation value of S²**: 0.751
**Energy**: -1909.81499 hartree

[6]
The following is a DFT calculation (ωB97M-V/def2-TZVPD) of C24H24AsCl5F6N3O4S3V as an isolated structure.

ORCA input file:
```
! wB97M-V def2-TZVPD RIJCOSX def2/J DEFGRID3
* xyz -1 4
V 0.75 0.75 0.20
H 2.85 3.63 -2.85
F -2.28 -1.24 1.14
O -0.68 -1.53 4.49
C -2.86 2.52 1.47
O 0.34 -2.37 0.23
C -3.62 4.89 1.81
C 2.47 -3.04 1.63
H 6.22 3.64 -1.64
Cl -0.94 -0.20 -1.65
C 3.66 2.30 0.86
C -0.35 4.17 1.69
C -4.71 5.59 3.84
C 7.11 3.50 0.97
Cl 4.39 -0.45 -1.04
C 3.74 3.01 -2.78
S 2.53 1.55 1.86
H -1.32 1.22 4.07
C -0.86 2.15 3.74
C -4.04 3.29 3.54
H 7.54 4.34 0.43
C 5.47 3.29 -0.94
F 2.80 -1.77 1.41
F -2.88 -0.48 3.08
H 7.77 2.65 0.86
F -2.91 -2.61 2.69
C -4.21 5.88 2.58
H -2.95 2.71 0.40
H -1.35 3.00 4.21
H -3.22 5.13 0.83
S -0.51 -1.60 3.08
C -2.24 -1.49 2.45
N 4.88 2.67 1.30
C 4.22 2.96 -1.37
H -0.60 2.76 -1.08
C 3.10 -1.33 -3.25
C 0.71 -1.23 -3.55
C 0.64 -0.61 -2.31
C -3.52 3.58 2.28
S 0.66 -3.32 1.26
H 2.36 2.30 -0.72
Cl -0.70 -1.55 -4.48
N 3.34 2.51 -0.45
H -3.98 2.28 3.92
H -0.52 4.56 0.69
Cl 4.66 -1.78 -3.84
C 1.72 -0.31 -1.50
N -0.05 -3.04 2.65
F 2.75 -3.34 2.90
O 0.58 -4.72 0.97
H 3.46 2.00 -3.10
O 0.19 -0.51 2.43
H 0.19 2.12 4.03
As -0.91 2.30 1.80
Cl 2.13 -2.33 -5.58
H 0.73 4.18 1.89
H 0.71 2.39 -2.16
H -5.17 6.36 4.44
F 3.21 -3.82 0.84
C 2.94 -0.71 -2.00
H -0.87 4.78 2.43
H -3.29 1.54 1.67
C -4.63 4.29 4.31
C 5.75 3.15 0.43
C 1.97 -1.58 -4.03
H -5.03 4.04 5.29
H 7.03 3.74 2.03
C 0.49 2.60 -1.10
H -4.27 6.89 2.19
H 0.93 3.58 -0.87
H 4.51 3.39 -3.44
*
```

Computed properties:
**Orbital gap (alpha / beta)**: 7.16 / 8.09 eV
**E_LUMO (alpha / beta)**: 2.2 / 2.2 eV
**Expectation value of S²**: 3.766
**Relative energy (zero: lowest compared OMol25 entry of this formula, charge and spin)**: 1.5 kcal per mole
**Energy**: -8668.76969 hartree

[7]
The following is a DFT calculation (ωB97M-V/def2-TZVPD) of C12H18B2BeF8N6 as an isolated structure.

ORCA input file:
```
! wB97M-V def2-TZVPD RIJCOSX def2/J DEFGRID3
* xyz 0 1
H -2.63 3.30 -6.99
H -1.12 0.19 8.57
H 5.94 4.89 1.56
C 5.14 5.08 2.28
H 4.34 -5.30 4.35
H 4.95 6.15 2.22
N 3.45 -4.06 1.63
H 6.15 -0.21 -6.84
C 4.17 -5.81 3.41
C 3.77 -4.84 2.40
F -1.86 -6.70 1.76
F -1.89 -1.69 -5.77
B -2.63 -6.24 0.70
N -4.99 2.55 2.05
H -6.82 5.15 2.25
H 4.61 -0.07 -7.77
F -2.71 -4.87 0.67
B -2.25 -2.34 -4.67
C 3.90 4.40 1.94
N -0.14 -0.80 5.77
N 2.94 3.90 1.67
Be -0.51 -0.71 -0.24
H -3.77 4.62 -6.79
F -2.91 -1.49 -3.78
C -6.73 4.35 2.98
C -5.75 3.35 2.45
C -0.10 -0.42 6.85
H 5.54 1.38 -7.29
F -3.07 -3.42 -4.89
C 5.23 0.37 -6.99
N -2.14 3.68 -4.00
H -4.13 2.91 -6.30
H 5.17 -6.15 3.13
C -0.10 0.03 8.23
H 0.53 0.92 8.36
H 0.23 -0.77 8.89
F -1.11 -2.83 -4.08
C 4.57 0.33 -5.71
F -3.86 -6.84 0.77
C -3.39 3.71 -6.33
H 5.52 4.85 3.27
F -2.07 -6.61 -0.52
N 3.98 0.30 -4.69
H 3.41 -6.57 3.54
C -2.70 3.69 -5.04
H -6.43 4.77 3.94
H -7.71 3.87 3.04
*
```

Computed properties:
**Orbital gap**: 2.37 eV
**E_LUMO**: -8.5 eV
**Relative energy (zero: lowest compared OMol25 entry of this formula, charge and spin)**: 247.7 kcal per mole
**Energy**: -1659.86507 hartree

[8]
The following is a DFT calculation (ωB97M-V/def2-TZVPD) of a 2-piece molecular cluster, C3H9IN overall.

ORCA input file:
```
! wB97M-V def2-TZVPD RIJCOSX def2/J DEFGRID3
* xyz 1 1
H 0.43 -0.58 1.38
H 0.91 -2.01 -1.26
H -0.56 1.81 0.46
N 0.51 -1.85 -0.35
C -1.62 1.70 0.16
H 1.94 1.21 0.10
C 0.86 -0.55 0.38
C 1.62 0.32 -0.21
H 0.77 -2.56 0.46
H -0.56 -1.82 -0.42
I -2.51 -0.12 0.82
H -1.65 1.76 -0.92
H -2.13 2.51 0.61
H 2.00 0.20 -1.19
*
```

Computed properties:
**Orbital gap**: 9.63 eV
**E_LUMO**: -3.7 eV
**Relative energy (zero: lowest compared OMol25 entry of this formula, charge and spin)**: 33.3 kcal per mole
**Energy**: -471.83957 hartree